[1]
Formula: C11H12N3O2S2
Source: OMol25
Level of theory: ωB97M-V/def2-TZVPD

Geometry as XYZ:
```
30
Properties=species:S:1:pos:R:3
C 0.36354 -1.05265 1.16595
N 1.65792 -1.29412 1.47315
N 2.71634 -1.19849 1.93678
C -0.26685 -1.93970 0.21833
C -1.66518 -2.21648 0.24331
C -2.27397 -2.95902 -0.74854
C -1.48667 -3.43669 -1.82710
N -2.14047 -3.91441 -2.99853
O -1.44673 -4.22074 -3.99569
O -3.39308 -3.97646 -2.99225
C -0.08634 -3.27488 -1.81774
C 0.50788 -2.54844 -0.80224
H -0.26625 -0.56211 1.93612
H -2.25752 -1.85301 1.08502
H -3.34449 -3.14567 -0.75963
H 0.50494 -3.69927 -2.64058
H 1.59537 -2.44858 -0.79023
C 0.67217 4.44422 1.21615
C -0.06703 3.79692 0.05652
S -0.61881 2.04890 0.32818
C 0.81162 1.29335 0.78867
S 1.74061 1.92820 2.05780
C 1.94074 3.70030 1.56754
H 0.95815 5.45336 0.89837
H 0.01622 4.52884 2.09077
H -1.02088 4.31333 -0.12640
H 0.55414 3.81620 -0.85137
H 1.24231 0.56181 0.09795
H 2.64882 3.72121 0.72426
H 2.40350 4.13405 2.46546
```

Computed properties:
F_max ... 4.97 eV/A
DFT total energy ... -41823.4813 eV
Charge ... +1
E_HOMO ... -11.93 eV
LUMO level ... -0.234 Ha

For each atom in turn, the Mulliken charge in e is: -0.988, 0.582, -0.562, 1.256, -0.620, -0.440, -0.047, 0.903, -0.550, -0.555, -0.614, -0.398, 0.659, 0.370, 0.476, 0.439, 0.355, -0.484, -0.682, 0.069, -0.240, -0.013, -0.624, 0.329, 0.306, 0.370, 0.394, 0.551, 0.379, 0.378

[2]
Formula: C11H12N3O4PdS
Source: OMol25
Level of theory: ωB97M-V/def2-TZVPD

Geometry as XYZ:
```
32
Properties=species:S:1:pos:R:3
Pd 0.47088 -0.37821 -1.03899
O -3.40771 1.18953 -0.74204
C -2.18468 1.18220 -0.81659
O -1.52278 0.08193 -1.17876
C -1.30709 2.35429 -0.28123
C -2.12508 3.21562 0.39360
C -1.62431 4.45214 0.83706
C -0.31969 4.82457 0.38757
C 0.46313 3.97691 -0.37430
C -0.02287 2.69021 -0.77938
S 0.76945 1.65558 -1.92316
H -3.17911 2.92521 0.60166
H -2.09901 5.04063 1.59100
H 0.07487 5.79540 0.71269
H 1.51947 4.27201 -0.59362
O 2.13984 -3.38629 -0.65706
C 0.96701 -3.30132 -0.26098
C 0.18253 -4.58405 0.21665
C -1.03078 -3.95711 0.94878
C -0.87931 -2.43507 0.72390
O -1.69156 -1.66919 1.15664
N 0.18068 -2.21497 -0.21391
H 0.89880 -5.09762 0.84535
H -0.18475 -5.27718 -0.56259
H -1.02755 -4.10496 2.04493
H -1.97624 -4.29509 0.55566
N 3.20615 -0.24299 0.32040
N 2.48204 -0.68663 -0.84615
H 2.63751 -0.56180 1.12527
H 3.06774 0.76896 0.37753
H 2.41165 -1.76341 -0.94943
H 3.11077 -0.46930 -1.62049
```

Computed properties:
F_max ... 4.07 eV/A
DFT total energy ... -38577.1968 eV
2S+1 ... 3
Charge ... -1
E_HOMO (alpha / beta) ... -2.63 / -4.68 eV
<S²> ... 2.018
LUMO level (alpha / beta) ... 0.114 / 0.044 Ha

For each atom in turn, the Mulliken charge in e is: 0.601, -0.718, 0.712, -0.665, 0.308, -0.719, -0.468, -0.383, -0.529, 0.451, -0.337, 0.342, 0.376, 0.308, 0.285, -0.800, 0.367, -0.579, -0.332, 0.052, -0.512, -0.034, 0.284, 0.233, 0.225, 0.265, -0.704, -0.265, 0.275, 0.265, 0.379, 0.318

[3]
Formula: C11H12NO2
Source: OMol25
Level of theory: ωB97M-V/def2-TZVPD

Geometry as XYZ:
```
26
Properties=species:S:1:pos:R:3
C 2.14268 -2.92568 0.17594
C 0.07615 -1.53012 -0.60191
C 0.11824 0.06386 0.84748
C 1.22350 -1.83572 0.14891
C 1.16340 -0.84618 1.16841
C -0.12108 1.12412 1.67718
C 0.60123 1.34649 2.81709
C 1.95842 -0.56743 2.27839
C 1.66921 0.42863 3.16267
N -0.61317 -0.38653 -0.16920
H -1.38670 0.12427 -0.68834
H -0.30538 -2.16470 -1.32237
H -0.82786 1.91338 1.30764
H 3.00336 -2.64366 0.76699
H 2.54128 -2.99532 -0.86542
H 0.38803 2.25986 3.33283
H 2.86341 -1.15188 2.57334
H 2.30294 0.63662 4.05410
H 1.68188 -3.82361 0.43925
C -3.08851 1.40069 -3.24733
C -1.97510 2.44075 -2.70223
O -1.59924 2.08387 -1.63513
O -1.66736 3.31040 -3.45078
H -3.59265 1.89202 -4.08464
H -3.95594 1.39881 -2.51515
H -2.60072 0.44705 -3.46771
```

Computed properties:
F_max ... 7.44 eV/A
DFT total energy ... -17182.8512 eV
2S+1 ... 2
E_HOMO (alpha / beta) ... -6.67 / -6.65 eV
<S²> ... 0.777
LUMO level (alpha / beta) ... -0.028 / -0.163 Ha

For each atom in turn, the Mulliken charge in e is: -1.210, -0.716, -0.165, 0.699, 0.936, -0.366, -0.316, -0.375, -0.760, 0.079, 0.252, 0.486, 0.420, 0.355, 0.355, 0.424, 0.209, 0.348, 0.320, -0.851, 0.451, -0.608, -0.645, 0.304, 0.219, 0.156

[4]
Formula: C11H12NO2S
Source: OMol25
Level of theory: ωB97M-V/def2-TZVPD

Geometry as XYZ:
```
27
Properties=species:S:1:pos:R:3
C 3.50049 0.81649 0.79497
C 2.57080 0.08893 1.56121
C 3.15314 1.03491 -0.54564
C 1.36167 -0.38405 1.07064
C 1.97358 0.50938 -1.02078
C 0.94867 -0.05845 -0.22600
C -2.24803 -1.66064 0.18363
C -0.78782 2.44748 -0.29177
C -3.16349 -1.50421 1.39443
C -0.75015 -0.18310 -2.14527
C -0.29582 -0.40519 -0.75846
N -1.28531 -0.69161 0.19942
O -2.34280 -2.48226 -0.75186
O -0.66807 2.76461 -1.39774
S -1.39405 2.33876 1.16698
H 4.29281 1.25794 1.22905
H 2.85258 -0.22844 2.56015
H 3.86430 1.54737 -1.17067
H 0.73079 -1.02694 1.60961
H 1.83963 0.38037 -2.08058
H -2.67260 -1.30421 2.32768
H -3.76474 -0.70765 1.16467
H -3.82795 -2.34889 1.46022
H -1.81729 -0.41976 -2.25321
H -0.11386 -0.67256 -2.88411
H -0.64552 0.99716 -2.23022
H -1.31096 -0.10543 1.03368
```

Computed properties:
F_max ... 4.65 eV/A
DFT total energy ... -28020.7607 eV
2S+1 ... 3
Charge ... -1
E_HOMO (alpha / beta) ... -0.26 / -4.93 eV
<S²> ... 2.040
LUMO level (alpha / beta) ... 0.121 / 0.097 Ha

For each atom in turn, the Mulliken charge in e is: -0.654, -0.481, -0.596, -0.468, -0.255, 1.159, 0.548, -0.275, -1.266, -1.219, -0.589, 0.090, -0.676, -0.155, -0.345, 0.521, 0.320, 0.364, 0.544, 0.306, 0.344, 0.333, 0.374, 0.340, 0.314, 0.250, 0.170

[5]
Formula: C11H13BN2O5S
Source: OMol25
Level of theory: ωB97M-V/def2-TZVPD

Geometry as XYZ:
```
33
Properties=species:S:1:pos:R:3
O 3.00106 1.73645 0.14418
O 0.64888 2.60576 -0.45351
N 0.93902 1.80492 4.29952
O -2.80544 -4.03534 -2.39703
O -0.49804 -4.40028 -3.18988
O -0.27047 1.45801 3.85343
B -1.46324 -3.57545 -2.57990
C 1.71018 1.96356 3.24729
C -0.29659 1.44168 2.48416
C 0.99526 1.72405 2.07298
C -1.44897 0.23348 -2.87693
C -1.63198 -1.13675 -3.02642
C -0.50419 0.65699 -1.93296
C -0.32716 -1.60732 -1.10742
C -1.07104 -2.07664 -2.16237
C 0.01349 -0.23768 -0.96126
N 0.91380 0.05964 0.08648
C 3.13884 2.39394 3.28599
C -1.46217 1.07926 1.66405
S 1.46377 1.67178 0.29208
H -3.05363 -4.94995 -2.27078
H -0.68932 -5.36130 -3.25828
H -1.78256 0.95766 -3.62320
H -2.38160 -1.40023 -3.75683
H -0.19572 1.71003 -1.89991
H 0.15749 -2.38914 -0.51785
H 1.58793 -0.63491 0.34861
H 3.34048 3.45356 3.16725
H 3.54633 2.09876 4.24210
H 3.68476 1.99497 2.42875
H -1.52804 -0.02362 1.50246
H -2.42857 1.31950 2.23383
H -1.30255 1.46462 0.66137
```

Computed properties:
F_max ... 5.46 eV/A
DFT total energy ... -36346.6582 eV
Structure (SMILES) ... Cc1noc(C)c1S(=O)(=O)Nc1cccc(B(O)O)c1
E_HOMO ... -8.77 eV
LUMO level ... 0.003 Ha

For each atom in turn, the Mulliken charge in e is: -0.689, -0.586, -0.603, -0.581, -0.573, -0.166, 0.672, 0.260, 0.248, 0.710, -0.899, -0.428, -0.257, -0.721, 0.123, 0.518, -0.139, -1.211, -1.015, 1.070, 0.287, 0.297, 0.359, 0.341, 0.537, 0.278, 0.267, 0.288, 0.375, 0.340, 0.211, 0.380, 0.305

[6]
Formula: C11H13Br
Source: OMol25
Level of theory: ωB97M-V/def2-TZVPD

Geometry as XYZ:
```
25
Properties=species:S:1:pos:R:3
C -3.24948 0.26273 1.71363
C -2.49467 -0.85657 2.01921
C -3.00828 0.95941 0.54158
C -1.48136 -1.26773 1.17076
C -1.99924 0.55141 -0.31152
C -1.21296 -0.55327 0.00853
C 1.40177 -1.59706 -0.25257
C -0.10423 -0.90235 -0.89813
C 1.23508 -0.19840 -0.80167
C 1.27822 0.93722 0.20594
C 1.99176 0.14654 -2.06735
Br -0.66986 -1.65583 -2.58057
H -4.02950 0.59266 2.38225
H -2.69121 -1.40324 2.93031
H -3.60161 1.82698 0.28830
H -0.88901 -2.13966 1.41118
H -1.81407 1.09195 -1.22971
H 1.41754 -1.75945 0.80694
H 1.81547 -2.36072 -0.88355
H 0.75125 0.68017 1.12170
H 0.81851 1.83164 -0.21244
H 2.31334 1.16685 0.44788
H 1.85325 -0.61127 -2.83176
H 3.05587 0.21368 -1.85008
H 1.65006 1.10262 -2.45994
```

Computed properties:
F_max ... 3.64 eV/A
DFT total energy ... -81659.4177 eV
Structure (SMILES) ... CC1(C)C[C@@]1(Br)c1ccccc1
E_HOMO ... -8.79 eV
LUMO level ... 0.027 Ha

For each atom in turn, the Mulliken charge in e is: -0.381, -0.628, -0.682, 0.009, -0.058, -0.263, -1.189, -0.233, 1.848, -1.711, -1.612, -0.096, 0.385, 0.381, 0.382, 0.404, 0.488, 0.319, 0.332, 0.373, 0.351, 0.446, 0.414, 0.371, 0.350

[7]
Formula: C11H13Br27ClN4
Source: OMol25
Level of theory: ωB97M-V/def2-TZVPD

Geometry as XYZ:
```
56
Properties=species:S:1:pos:R:3
N 5.58116 3.04753 -0.62005
C 4.23874 3.21013 -0.52961
N 3.41403 2.03365 -0.47724
C 2.09707 2.64968 -0.34516
N 2.22791 4.07784 -0.35093
N 3.53290 4.45712 -0.44332
Cl 4.23753 6.02095 -0.44434
H 6.18635 3.78703 -0.98362
H 5.92906 2.15960 -0.22356
H 1.15563 2.00309 -0.24955
H 1.43042 4.72884 -0.25902
C 0.97106 1.68261 3.81015
Br 1.85899 2.63797 2.37203
Br -0.87852 2.22906 4.00120
Br 1.14032 -0.23526 3.60522
H 1.48076 1.95209 4.73227
C -2.34450 1.53724 -1.49852
Br -3.22683 -0.18446 -1.43758
Br -0.83244 1.61049 -0.28091
Br -1.83971 2.02836 -3.30444
H -3.06493 2.27758 -1.15678
C 5.62296 2.10693 4.28920
Br 7.01922 0.79995 4.60599
Br 4.99765 2.06028 2.45146
Br 4.16598 1.92847 5.55508
H 6.06467 3.08807 4.44958
C -4.70148 -3.28012 -4.17619
Br -4.79615 -3.67290 -2.27837
Br -3.15841 -2.18911 -4.61099
Br -4.76969 -4.89206 -5.25000
H -5.58462 -2.69512 -4.42384
C -3.71697 -2.00069 2.51713
Br -1.92740 -1.96125 1.76997
Br -4.06588 -0.45546 3.63500
Br -5.06847 -2.21435 1.14260
H -3.77397 -2.87724 3.15901
C 3.46055 -3.29281 5.14591
Br 4.34251 -4.93821 5.66618
Br 2.02952 -2.82526 6.36822
Br 4.72443 -1.83786 4.92480
H 3.00460 -3.46958 4.17396
C -0.96304 0.80153 -7.13879
Br -0.73694 -0.01224 -8.88303
Br -2.83578 0.99358 -6.66960
Br 0.03131 -0.14457 -5.76606
H -0.54586 1.80436 -7.19930
C -9.03467 -2.94498 0.97743
Br -8.16543 -1.99948 -0.47555
Br -10.88761 -2.41232 1.17565
Br -8.85119 -4.86601 0.79576
H -8.52134 -2.66087 1.89380
C 2.71187 -1.81203 -2.75555
Br 2.94098 -2.62988 -4.49759
Br 0.83849 -1.61741 -2.29342
Br 3.69838 -2.75609 -1.37917
H 3.13047 -0.80978 -2.81663
```

Computed properties:
F_max ... 6.76 eV/A
DFT total energy ... -1921234.8507 eV
Charge ... +1
E_HOMO ... -11.53 eV
LUMO level ... -0.154 Ha

For each atom in turn, the Mulliken charge in e is: -0.322, 0.439, -0.260, -0.142, 0.108, -0.029, 0.105, 0.238, 0.240, 0.058, 0.277, -0.356, 0.170, -0.007, 0.192, 0.193, -0.498, 0.102, 0.042, -0.003, 0.462, -0.427, -0.034, 0.056, 0.000, 0.439, -0.413, 0.002, 0.076, -0.030, 0.375, -0.408, -0.021, -0.037, 0.051, 0.391, -0.340, -0.035, -0.025, 0.078, 0.328, -0.325, -0.035, -0.048, 0.017, 0.370, -0.308, -0.021, -0.030, 0.004, 0.343, -0.315, -0.023, 0.069, -0.055, 0.321

[8]
Formula: C11H13BrFIN5PtS
Source: OMol25
Level of theory: ωB97M-V/def2-TZVPD

Geometry as XYZ:
```
34
Properties=species:S:1:pos:R:3
Pt -0.91259 0.39259 0.44056
N -1.26370 0.50906 2.55165
N -2.01469 -0.55931 3.06413
C -2.18488 -1.69780 2.36310
N -3.01091 -2.60438 2.88762
S -1.35744 -2.01824 0.94055
H -0.42542 0.64921 3.10820
H -1.82141 1.36564 2.50031
H -2.56278 -0.38970 3.89364
H -3.55089 -2.43972 3.72066
H -3.14854 -3.46661 2.38892
Br 6.06180 0.45979 0.33728
C 4.19693 0.34323 0.47464
C 3.56084 -0.87697 0.32565
C 2.18612 -0.91753 0.47866
N 1.44600 0.16249 0.73500
C 2.07526 1.33991 0.85553
C 3.44681 1.47732 0.73941
H 4.11827 -1.77577 0.10418
H 1.64959 -1.85815 0.40314
H 1.44907 2.20330 1.04477
H 3.91482 2.44409 0.85675
F -1.87944 2.16489 0.51480
I 1.35352 -1.34215 -4.67211
C -0.05296 -0.22578 -3.63458
C -1.02323 0.51778 -4.29431
C -1.92246 1.25514 -3.54221
C -1.83751 1.23093 -2.16347
N -0.90699 0.49891 -1.54607
C -0.02659 -0.21981 -2.25479
H -1.07284 0.51940 -5.37464
H -2.68778 1.84847 -4.02055
H -2.49731 1.80240 -1.52537
H 0.70131 -0.79267 -1.70106
```

Computed properties:
F_max ... 2.08 eV/A
DFT total energy ... -114005.1296 eV
Charge ... +1
E_HOMO (alpha / beta) ... -10.71 / -10.71 eV
LUMO level (alpha / beta) ... -0.102 / -0.102 Ha

For each atom in turn, the Mulliken charge in e is: 1.039, -0.628, -0.178, 0.785, -0.407, -0.522, 0.312, 0.416, 0.216, 0.204, 0.210, -0.101, 0.200, -0.660, -0.269, -0.136, -0.322, -0.550, 0.438, 0.443, 0.409, 0.435, -0.724, 0.152, -0.422, -0.054, -0.762, -0.051, -0.189, 0.191, 0.418, 0.416, 0.471, 0.218